Entry 1:
DFT (ωB97M-V with the def2-TZVPD basis set) results for 3 unconnected molecules or ions with the total composition C24H29F7N2O5P.

Each line ends with the Löwdin charge.
Atoms and positions in Å:
C: 1.739 -5.260 1.920  0.01
C: -8.573 0.887 1.304  -0.09
H: -6.250 -0.689 -0.611  0.11
C: -7.875 -0.160 0.707  -0.08
C: 1.503 -2.508 -0.270  -0.13
F: -5.379 1.692 -1.157  0.05
O: 4.881 -0.821 1.519  0.17
C: 2.005 -4.749 0.405  -0.39
H: 3.742 2.194 -6.985  0.11
H: 2.627 4.830 -3.778  0.12
C: 3.850 2.525 -5.957  -0.09
O: -2.170 -0.479 1.181  -0.17
C: 1.935 -0.976 -0.090  -0.11
H: 0.938 1.883 3.430  0.06
H: -8.170 -1.187 0.893  0.11
H: 0.865 -4.604 2.313  0.09
C: 3.140 1.935 -0.097  -0.25
H: 2.384 4.089 -6.144  0.11
C: -2.931 -2.724 0.469  -0.31
H: -0.798 -0.840 -0.359  0.13
H: -0.873 0.946 0.364  0.13
H: 5.347 1.053 -5.482  0.11
N: 2.598 -1.051 2.152  0.05
H: 2.686 -4.961 2.511  0.10
H: -0.034 -1.722 1.934  0.15
H: 3.297 1.282 -1.021  0.06
C: 4.898 2.311 -3.797  -0.03
O: 1.759 -5.416 -0.632  0.09
C: -6.798 0.113 -0.131  -0.04
C: 0.209 -0.608 1.736  -0.10
C: -0.854 -0.175 0.579  -0.15
C: 3.085 3.588 -5.484  -0.07
F: -2.260 -2.973 1.727  0.04
C: 1.681 2.374 2.685  -0.25
C: -8.192 2.207 1.070  -0.07
H: 5.604 1.830 -3.128  0.12
H: 1.449 -0.318 -0.915  0.15
H: -4.125 -0.829 0.516  0.15
H: 0.443 -2.774 0.066  0.12
H: 1.181 3.385 2.404  0.08
C: -6.424 1.429 -0.353  -0.29
F: -4.257 -3.267 0.659  0.05
F: 4.264 3.778 -2.062  0.03
H: 3.067 -0.939 -0.354  0.15
H: 1.504 -6.378 1.972  0.10
O: 2.528 -3.416 0.274  -0.09
C: 4.128 3.368 -3.336  -0.30
P: 1.849 1.371 1.125  0.98
F: 1.997 -2.655 3.935  0.07
H: -9.416 0.675 1.954  0.11
H: -0.075 0.071 2.633  0.15
N: 1.670 -0.404 1.314  -0.35
F: 4.285 0.639 3.153  0.06
C: 3.923 -0.415 2.234  -0.29
F: -2.288 -3.402 -0.617  0.06
O: 1.898 -0.428 4.412  0.17
C: 4.755 1.884 -5.114  -0.08
C: -3.035 -1.133 0.226  -0.07
H: 2.853 2.988 -0.470  0.07
H: 4.171 2.040 0.426  0.08
H: -8.739 3.021 1.533  0.11
H: -6.792 3.499 0.053  0.12
C: -7.107 2.479 0.241  -0.02
C: 3.220 4.009 -4.165  -0.02
H: 1.524 -2.711 -1.416  0.16
C: 2.160 -1.275 3.540  -0.29
H: -2.895 -0.803 -0.860  0.16
H: 2.669 2.677 3.214  0.07

Output
Charge: +1

---

Entry 2:
DFT (ωB97M-V with the def2-TZVPD basis set) results for a single Cl2H3NSi molecule.

Each line ends with the Löwdin charge.
Atoms and positions in Å:
H: 1.715 0.484 -0.138  0.04
Cl: -1.750 1.577 0.227  0.03
H: 1.106 0.531 1.412  0.05
Cl: -1.368 -1.916 0.031  0.35
H: -0.253 -0.525 -1.682  -0.07
N: 0.997 0.080 0.487  -0.15
Si: -0.448 -0.231 -0.336  -0.24

Output
SMILES string: N[SiH](Cl)Cl
Charge: 0
Energy relative to the best compared isomer or geometry (same formula, charge and spin) in kcal per mole: 10.9

---

Entry 3:
DFT (ωB97M-V with the def2-TZVPD basis set) results for a single C23H23ClN4O3S molecule.

Each line ends with the Löwdin charge.
Atoms and positions in Å:
H: -3.551 -0.389 -1.171  0.14
H: -4.680 -2.611 -1.231  0.11
H: 0.388 0.875 -0.118  0.13
C: -6.212 -1.744 0.678  -0.01
O: 3.218 1.787 2.397  -0.31
H: 3.695 -2.789 -0.097  0.11
C: -2.963 -1.299 -1.334  -0.10
H: -7.842 -0.249 3.234  0.09
H: -2.777 -1.435 -2.400  0.12
C: 2.957 -2.003 -0.101  -0.07
H: -0.743 2.454 -3.571  0.10
H: -2.722 -2.106 2.391  0.11
H: -1.991 -3.149 1.133  0.13
H: 1.460 -3.160 -1.095  0.13
C: -3.711 -2.506 -0.750  -0.12
O: 1.547 2.699 0.855  -0.27
C: 2.238 1.179 -2.637  -0.05
H: -5.513 -0.382 4.145  0.11
C: 1.996 3.431 -1.851  -0.05
C: -7.042 -0.684 2.658  -0.09
C: -0.551 -1.401 -1.365  -0.42
N: -4.739 -1.275 2.497  0.11
C: -2.559 -2.232 1.322  -0.13
C: 0.748 -1.195 -0.645  -0.13
C: 4.088 2.183 -1.265  -0.19
H: 4.770 2.925 -1.698  0.13
H: -3.130 -3.415 -0.944  0.13
Cl: 4.825 -0.466 1.104  0.77
H: -2.341 -0.110 1.001  0.14
N: 3.976 2.484 0.154  -0.13
C: 3.272 -0.759 0.433  -0.63
C: 2.746 2.265 -1.937  -0.25
H: -8.248 -1.169 0.946  0.11
O: -0.552 -1.731 -2.538  0.06
H: -0.799 -0.971 1.215  0.12
C: -1.788 -1.025 0.763  -0.11
S: 2.713 1.899 1.061  0.62
H: 0.163 4.402 -2.355  0.11
H: 2.818 0.270 -2.717  0.12
H: 0.598 0.388 -3.754  0.10
N: -3.849 -2.358 0.679  -0.08
C: 0.745 3.496 -2.436  -0.07
H: 4.521 1.185 -1.428  0.11
C: -7.261 -1.196 1.385  -0.08
C: 1.704 -2.207 -0.650  0.01
H: 2.391 4.275 -1.309  0.12
N: -1.682 -1.149 -0.674  -0.04
H: 4.840 2.363 0.661  0.09
C: -5.757 -0.759 3.160  -0.15
C: 2.334 0.258 0.418  -0.27
C: 0.237 2.404 -3.120  -0.08
C: 0.988 1.246 -3.229  -0.08
C: -4.938 -1.768 1.271  -0.29
C: 1.078 0.045 -0.112  -0.02
H: -6.387 -2.153 -0.303  0.09

Output
SMILES string: O=C(c1ccc(Cl)c(S(=O)(=O)NCc2ccccc2)c1)N1CCN(c2ccccn2)CC1
Charge: 0
Energy relative to the best compared isomer or geometry (same formula, charge and spin) in kcal per mole: 68.8

---

Entry 4:
DFT (ωB97M-V with the def2-TZVPD basis set) results for a molecular structure, C22H66FKO11.

Each line ends with the Löwdin charge.
Atoms and positions in Å:
C: 0.473 -4.721 -2.851  -0.31
H: 1.366 1.076 0.373  0.04
H: 0.131 -3.331 -1.528  0.03
H: 2.308 3.377 0.707  0.01
H: 1.589 1.106 3.256  0.06
C: 4.327 1.656 -0.490  -0.06
H: -2.509 2.416 0.336  0.06
H: 2.094 -1.510 4.801  0.12
H: -3.807 -3.788 1.207  0.07
H: -2.474 -1.013 -1.588  0.10
H: -1.399 5.163 -2.681  0.10
H: 3.072 -0.063 -0.150  0.10
H: 0.873 -1.490 0.029  0.03
C: -1.186 2.758 2.044  -0.31
H: 0.411 3.797 -3.471  0.07
C: 1.838 0.548 4.159  -0.07
K: -1.997 -0.607 4.511  0.87
H: -5.613 -0.645 0.417  0.11
C: 1.830 -0.090 -2.853  -0.34
C: 3.320 -3.563 -0.224  -0.06
H: 3.925 3.628 3.949  0.07
C: -1.726 -3.142 1.183  -0.26
H: -7.107 0.777 1.875  0.08
C: 3.852 3.763 2.870  -0.07
F: 0.044 -0.137 0.587  -0.41
H: -0.878 0.579 -0.807  0.03
H: 0.454 -6.375 -4.275  0.07
H: -3.963 -0.965 2.040  0.03
H: -2.771 -5.130 1.439  0.08
H: 2.167 0.946 -2.885  0.11
H: 3.949 -2.866 -0.778  0.07
C: 1.235 -0.465 -4.174  -0.07
O: 2.249 4.251 1.099  -0.10
H: 3.526 0.833 1.292  0.10
O: 1.298 -2.238 -0.397  -0.11
H: 1.719 -3.551 1.055  0.11
H: -1.264 -1.254 1.389  0.02
H: -1.518 4.434 -1.097  0.09
O: -1.128 1.424 2.436  -0.14
O: -2.116 3.296 -2.830  -0.10
C: -2.466 2.957 1.282  -0.08
H: -2.089 2.449 -2.378  0.02
C: -1.929 -0.339 -2.249  -0.25
H: -0.747 -3.522 1.476  0.10
H: -5.873 2.115 1.763  0.07
O: 0.818 -1.331 3.219  -0.12
H: -3.657 0.753 -3.188  0.08
H: 2.110 5.040 3.050  0.11
H: -4.333 0.546 0.515  0.10
C: -0.254 -5.845 -3.639  -0.07
H: 4.118 2.850 2.336  0.05
C: 2.238 -2.782 0.481  -0.31
O: -4.666 -0.350 2.259  -0.11
C: -5.210 0.158 1.034  -0.30
H: 1.038 0.772 4.863  0.07
H: -0.333 3.006 1.413  0.11
H: 2.908 -1.095 3.304  0.10
H: 1.120 -0.092 -2.026  0.09
H: 2.017 -0.617 -4.918  0.08
H: -2.946 -3.884 2.764  0.06
H: 1.271 -5.165 -2.257  0.09
H: 0.482 2.842 -1.956  0.05
C: 1.992 -0.943 3.875  -0.30
H: 2.894 -4.341 -0.857  0.07
H: 5.272 1.156 -0.282  0.09
H: -3.317 2.625 1.876  0.07
C: -6.272 1.202 1.319  -0.08
C: -2.874 -4.075 1.693  -0.05
H: 0.503 0.299 -4.437  0.08
H: 1.670 3.393 2.849  0.08
H: 4.592 4.493 2.542  0.07
H: 2.756 0.901 4.629  0.08
H: -2.176 0.837 -4.071  0.07
H: 2.701 -2.025 1.114  0.10
O: 2.073 1.687 0.156  -0.09
H: -1.761 -3.149 0.094  0.10
H: -0.788 0.944 1.678  0.02
H: 2.422 -1.649 -1.902  0.03
H: 0.858 -4.010 -3.582  0.10
H: 4.079 -3.962 0.450  0.08
O: -1.900 -1.847 1.796  -0.15
C: 0.173 3.784 -2.408  -0.08
H: -6.685 1.594 0.390  0.08
O: 2.806 -1.054 -2.550  -0.08
C: 3.235 0.939 0.247  -0.34
H: -3.169 -0.604 -4.070  0.07
H: 4.366 2.706 -0.198  0.07
O: -1.467 0.816 -1.527  -0.13
H: 0.914 4.484 -2.021  0.06
H: -2.644 4.002 1.030  0.08
H: 0.722 -1.424 -4.100  0.06
H: -1.076 -5.406 -4.205  0.07
C: -2.762 0.179 -3.429  -0.07
H: -1.000 -0.865 -2.471  0.09
C: -1.284 4.223 -2.140  -0.28
H: -1.213 3.407 2.919  0.12
C: 2.395 4.135 2.514  -0.30
H: 0.734 -0.883 2.374  0.04
O: -0.364 -4.048 -1.931  -0.10
H: -0.708 -6.542 -2.935  0.07
H: 4.093 1.673 -1.555  0.08

Output
Charge: 0

---

Number 1: E_LUMO -4.868 eV, HOMO-LUMO gap 6.29 eV. Number 2: E_LUMO 0.623 eV, HOMO-LUMO gap 11.14 eV. Number 3: E_LUMO 0.199 eV, HOMO-LUMO gap 8.23 eV. Number 4: E_LUMO -1.023 eV, HOMO-LUMO gap 8.15 eV.